Computed, not measured: an isolated molecule of C5H7NO, with ωB97M-V with the def2-TZVPD basis set.

ORCA input file:
```
! RIJCOSX wB97M-V def2-TZVPD def2/J DEFGRID3
* xyz 0 1
O 0.316 0.258 -2.269
N -0.105 -1.577 -0.922
C -0.467 -1.724 0.430
C 0.451 0.384 0.198
C 0.052 1.853 0.244
C 0.229 -0.258 -1.177
C -0.208 -0.613 1.123
H 1.541 0.319 0.355
H 0.451 2.355 -0.643
H -0.882 -2.666 0.767
H -0.413 -2.184 -1.666
H -0.390 -0.469 2.180
H -1.034 1.979 0.247
H 0.461 2.343 1.133
*
```

Results
Strongest force on any atom   0.4 eV Å⁻¹
SMILES   C[C@H]1C=CNC1=O
HOMO level   -8.720 eV
DFT total energy   -324.71933 Ha
Energy relative to the best compared isomer or geometry (same formula, charge and spin)   3.22 kcal per mole



Computed, not measured: a cluster of 2 separate species, CH3N2O3S in total at a distorted geometry, with ωB97M-V with the def2-TZVPD basis set.

ORCA input file:
```
! RIJCOSX wB97M-V def2-TZVPD def2/J DEFGRID3
* xyz 1 1
S 0.086 0.975 -1.189
O -0.143 2.101 -1.968
O 2.184 -0.873 -0.052
O 0.623 1.364 0.239
N 2.150 -1.586 -1.015
N -1.776 0.514 -0.345
C -2.635 0.932 0.265
H 2.248 -2.551 -0.703
H -3.298 1.254 1.142
H 1.468 1.466 0.745
*
```

Results
Strongest force on any atom   3.7 eV Å⁻¹
HOMO level   -13.562 eV
DFT total energy   -772.85119 Ha
Energy relative to the best compared isomer or geometry (same formula, charge and spin)   55.82 kcal per mole



Computed, not measured: a structure of composition C7H9F6KN7O2Sb, with ωB97M-V with the def2-TZVPD basis set.

ORCA input file:
```
! RIJCOSX wB97M-V def2-TZVPD def2/J DEFGRID3
* xyz 1 2
Sb -1.847 0.377 1.255
K 1.365 0.924 0.209
F -3.343 0.278 0.167
F -2.147 -1.381 1.978
F -1.198 2.002 0.564
F -0.803 -0.542 -0.101
F -2.737 1.167 2.676
F -0.232 0.328 2.309
O 4.618 -2.133 0.289
O 3.585 -0.416 -0.495
N 3.664 -1.385 0.222
N -4.913 3.196 -2.841
N 2.527 -1.611 0.988
N 0.250 1.905 -2.204
N 0.187 -2.435 1.734
N 3.494 -3.351 2.328
N 1.246 -2.807 2.401
C 2.533 -2.579 1.863
C -3.803 2.930 -2.722
C -1.484 3.554 -2.203
C -2.412 2.589 -2.573
C -1.987 1.284 -2.789
C -0.648 1.000 -2.597
C -0.170 3.159 -2.028
H 1.099 -3.393 3.214
H -1.783 4.578 -2.033
H 4.423 -3.240 1.943
H 0.340 -1.934 0.856
H 0.576 3.881 -1.717
H 3.317 -4.094 2.986
H -2.683 0.512 -3.083
H -0.751 -2.353 2.162
H -0.283 -0.008 -2.755
*
```

Results
⟨S²⟩   0.754
Strongest force on any atom   0.7 eV Å⁻¹
HOMO level (alpha / beta)   -12.747 / -12.747 eV
DFT total energy   -2245.10445 Ha



Computed, not measured: an isolated molecule of C5H11Cl2NO2P2 at a distorted geometry, with ωB97M-V with the def2-TZVPD basis set.

ORCA input file:
```
! RIJCOSX wB97M-V def2-TZVPD def2/J DEFGRID3
* xyz 0 1
Cl 1.516 0.520 -2.657
Cl -1.867 -0.754 -2.534
P 0.758 1.528 -1.102
P -1.656 0.509 -1.044
O -2.833 0.413 -0.206
O 1.688 2.531 -0.535
N -0.260 0.404 -0.125
C 0.139 0.044 2.230
C 0.237 -0.535 0.798
C -0.949 1.985 -1.881
C -0.484 -1.879 0.517
C 1.685 -0.860 0.502
H -0.076 -2.602 1.164
H -0.198 -1.992 -0.549
H 2.055 -1.276 1.444
H -1.519 -2.067 0.680
H -1.511 2.878 -1.365
H 1.816 -1.709 -0.269
H -0.690 0.748 2.207
H 2.306 -0.035 0.277
H -0.016 -0.593 3.104
H 1.055 0.590 2.302
H -1.197 2.154 -2.957
*
```

Results
Strongest force on any atom   5.0 eV Å⁻¹
HOMO level   -10.448 eV
DFT total energy   -2005.55171 Ha
Energy relative to the best compared isomer or geometry (same formula, charge and spin)   0.00 kcal per mole



Computed, not measured: an isolated molecule of C4H7NOS2 at a distorted geometry, with ωB97M-V with the def2-TZVPD basis set.

ORCA input file:
```
! RIJCOSX wB97M-V def2-TZVPD def2/J DEFGRID3
* xyz 0 1
S -3.272 -0.278 -0.169
S 2.702 -1.077 -0.173
O 0.432 0.839 -0.656
N 1.569 1.296 0.091
C -1.495 -0.561 -0.182
C 2.684 0.495 0.110
C -0.893 -0.314 1.206
C -0.777 0.711 0.131
H -1.342 1.674 0.350
H -1.052 -1.178 -1.025
H 3.422 1.102 0.627
H -0.083 -0.958 1.412
H 1.595 2.351 0.290
H -1.657 -0.051 1.971
H -3.304 0.964 -1.138
*
```

Results
Strongest force on any atom   3.5 eV Å⁻¹
SMILES   S=CNO[C@@H]1C[C@H]1S
HOMO level   -8.661 eV
DFT total energy   -1082.82992 Ha
Energy relative to the best compared isomer or geometry (same formula, charge and spin)   103.48 kcal per mole



Computed, not measured: a structure of composition C17H33NO3P2Tc at a distorted geometry, with ωB97M-V with the def2-TZVPD basis set.

ORCA input file:
```
! RIJCOSX wB97M-V def2-TZVPD def2/J DEFGRID3
* xyz 0 4
Tc 0.040 0.169 -0.084
P 1.998 -0.822 -0.763
P -1.686 1.367 0.808
O 1.221 0.359 2.286
O 0.591 -1.817 2.266
O 1.295 2.424 -1.881
N -0.930 -1.024 -1.074
C 2.994 3.170 -0.332
C 1.109 -0.807 2.859
C 2.328 -0.417 -2.507
C -2.599 2.439 -0.347
C -3.383 -3.183 -2.711
C 1.623 -0.990 4.285
C 3.572 -0.551 0.059
C -1.843 -3.145 -0.353
C -1.744 -2.059 -1.294
C 1.739 3.328 -1.163
C -2.661 -4.232 -0.624
C 1.039 4.667 -1.103
C -2.570 -2.089 -2.466
C -3.021 0.229 1.337
C 1.756 -2.625 -0.834
C -1.480 2.420 2.262
C -3.419 -4.248 -1.800
H -0.040 4.491 -1.041
H -2.505 -1.223 -3.125
H -0.530 -0.524 1.117
H -3.126 1.810 -1.075
H 2.475 0.667 -2.614
H 2.686 -3.073 -1.205
H -3.325 3.024 0.233
H -4.068 -5.095 -2.008
H -0.557 3.000 2.160
H 2.080 -0.060 4.659
H -1.245 -3.070 0.566
H 2.342 -1.821 4.302
H 3.210 -0.986 -2.830
H 1.452 -0.699 -3.103
H 4.341 -1.087 -0.509
H 3.828 2.698 -0.872
H 1.390 5.241 -0.242
H -2.576 -0.567 1.947
H -1.911 3.106 -0.878
H 3.507 -0.932 1.085
H 0.813 -1.308 4.957
H 1.503 -2.993 0.169
H -2.705 -5.049 0.097
H 3.793 0.521 0.096
H 3.303 4.157 0.028
H 1.213 5.249 -2.012
H -3.991 -3.184 -3.610
H -3.496 -0.219 0.455
H 2.755 2.542 0.541
H -1.408 1.782 3.151
H -3.751 0.805 1.924
H 0.926 -2.850 -1.515
H -2.353 3.084 2.327
*
```

Results
⟨S²⟩   3.799
Strongest force on any atom   2.4 eV Å⁻¹
HOMO level (alpha / beta)   -6.069 / -7.449 eV
DFT total energy   -1711.45614 Ha
Energy relative to the best compared isomer or geometry (same formula, charge and spin)   0.00 kcal per mole